One molecule with the formula C10H14Cl3N at a distorted geometry. Source: OMol25; level of theory: ωB97M-V/def2-TZVPD.

```
28
Properties=species:S:1:pos:R:3:forces:R:3
Cl 2.101472 1.605456 -1.618350 1.21 -3.41 2.66
Cl 1.851250 -2.657474 -0.174873 -0.32 1.01 0.45
Cl 0.791949 2.544747 -3.460668 -2.03 1.29 -2.37
N 0.416312 -0.476360 0.495033 -0.98 0.15 -0.48
C -0.646675 0.084467 -0.121768 1.49 -1.07 3.52
C -1.371120 -0.962380 2.208883 1.64 -0.90 -2.66
C 1.786845 -0.786130 -0.011864 0.63 0.18 -2.29
C -3.703529 2.325524 -1.189738 2.84 -3.15 5.95
C 0.220052 -0.871150 1.951546 -0.41 2.75 2.80
C 3.462727 -0.899545 -2.005824 0.10 0.49 0.14
C -3.299420 1.959031 0.018811 -1.08 1.47 -5.89
C -1.804830 0.060264 1.010836 -2.53 -1.20 -1.64
C 2.046134 -0.222806 -1.527958 1.07 -1.76 0.89
C -2.588469 1.421817 1.382923 -1.13 0.51 -1.64
H 2.642229 -0.523416 0.715606 -1.82 -0.13 -1.04
H -3.866903 2.308079 -2.339695 0.19 0.40 2.80
H -3.460761 1.121067 2.084860 1.70 0.60 -0.99
H 3.275949 -1.823245 -2.679425 0.33 1.65 1.20
H -1.799230 -0.798694 3.260640 1.03 0.10 -1.75
H 0.932474 -1.647021 2.406562 -1.29 0.77 -1.52
H -1.615209 -2.032026 1.831092 -0.15 1.81 0.86
H 0.496699 0.112398 2.523376 -0.05 -1.62 -0.98
H -2.641948 -0.542663 0.457320 1.33 1.21 0.76
H 4.098386 -1.220791 -1.085199 -1.15 0.54 -1.60
H 1.208755 -0.705890 -2.185754 1.26 1.45 1.00
H 4.070934 -0.100046 -2.566068 -1.09 -1.33 0.72
H -1.937603 2.256517 1.828314 -1.02 -1.37 -0.65
H -0.666471 0.470271 -1.208618 0.19 -0.43 1.76
```
Positions in Å, forces in eV/Å.

The net charge is 0. As for the spin multiplicity: 1. The orbital gap is 3.9 eV.